No. 1
DFT (ωB97M-V/def2-TZVPD) results for the molecule C18H24N2O2.

```
46
Properties=species:S:1:pos:R:3:forces:R:3
C -6.07383 -1.41758 1.71113 -0.17 0.19 -0.20
H -5.66720 -2.35009 1.33028 0.04 -0.11 -0.02
H -5.36748 -1.00277 2.42542 0.08 0.02 0.12
H -7.00657 -1.62339 2.23027 -0.07 -0.03 0.15
C -6.32098 -0.45695 0.55211 0.06 -0.17 0.19
N -5.10989 -0.24825 -0.22291 -0.04 0.08 0.00
C -4.19531 0.70571 0.37393 0.32 -0.19 -0.07
C -2.74511 0.26944 0.15097 -0.14 0.40 0.21
C -1.75763 1.22145 0.82466 -0.39 0.09 -0.06
N -0.41326 0.74241 0.64846 0.25 -0.28 -0.02
C 0.66838 1.42476 0.29288 0.02 -0.11 0.06
C 1.87016 0.74014 0.15235 -0.31 0.00 0.07
C 1.99350 -0.68897 0.37310 -0.33 0.32 0.02
O 1.10259 -1.46970 0.70056 0.15 -0.17 0.00
H -0.25634 -0.26035 0.79591 0.08 0.15 -0.05
C 3.41385 -1.03246 0.12787 0.63 0.09 -0.15
C 4.05981 -2.25017 0.19728 -0.11 0.06 0.01
C 5.42031 -2.28636 -0.08793 -0.06 -0.11 0.03
C 6.10748 -1.13283 -0.43165 0.06 0.11 -0.03
C 5.45656 0.09459 -0.50130 -0.09 0.06 0.01
C 4.10694 0.13206 -0.21888 0.17 -0.59 0.06
C 3.16829 1.29087 -0.21663 -0.23 0.32 -0.01
O 3.46964 2.44300 -0.47590 0.22 -0.14 -0.03
H 5.98475 0.99729 -0.76817 0.04 0.10 -0.03
H 7.16433 -1.18841 -0.64868 0.07 -0.01 -0.01
H 5.94952 -3.22704 -0.04106 0.04 -0.06 0.00
H 3.51722 -3.14388 0.46585 -0.06 -0.08 0.03
C 0.57372 2.89624 0.05960 0.08 0.07 -0.01
H 0.17468 3.39466 0.94171 -0.09 0.03 0.04
H -0.08681 3.10223 -0.78216 -0.09 0.02 -0.03
H 1.55852 3.29519 -0.16393 -0.06 -0.02 0.01
H -1.98498 1.28204 1.89754 -0.02 0.09 -0.10
H -1.85775 2.22193 0.40001 0.03 -0.04 0.09
H -2.62224 -0.73582 0.55574 0.00 -0.07 -0.02
H -2.53012 0.22460 -0.91748 0.05 -0.05 -0.05
H -4.38212 0.74544 1.44886 -0.03 0.06 0.01
H -4.34556 1.72427 -0.02446 -0.04 -0.02 0.08
C -5.35879 -0.00715 -1.63437 -0.03 -0.24 -0.12
C -5.57694 -1.31580 -2.38724 0.03 0.31 0.05
H -5.70395 -1.11820 -3.44876 -0.07 -0.05 -0.14
H -4.71729 -1.96514 -2.24764 0.08 -0.08 0.00
H -6.46003 -1.83539 -2.02562 -0.11 -0.09 0.01
H -4.48352 0.49080 -2.05628 -0.04 0.06 0.01
H -6.22442 0.66100 -1.78453 0.11 0.04 0.01
H -7.07251 -0.89640 -0.10547 -0.03 0.07 0.00
H -6.72991 0.49526 0.93291 -0.03 -0.05 -0.10
```
Forces are in eV/Å.

The value obtained for the frontier orbital gap is 8.52 eV. The SMILES is CCN(CC)CCCNC(C)=C1C(=O)c2ccccc2C1=O. The total energy is -26131.09967 eV. The HOMO energy is -8.306 eV.

No. 2
DFT (ωB97M-V/def2-TZVPD) results for a structure of composition C18H24N2O2SSiV.

```
49
Properties=species:S:1:pos:R:3:forces:R:3
V -0.19390 -0.95982 -0.53861 -0.19 -0.24 0.18
O -0.50940 -0.98258 1.32132 -0.08 0.51 0.30
C -0.62781 0.03638 2.15383 0.05 -0.59 -0.23
C -0.73397 -0.25591 3.52992 -0.04 0.05 0.10
C -0.87064 0.73159 4.47157 -0.01 0.00 0.05
C -0.91167 2.07653 4.08331 0.01 -0.05 -0.06
C -0.80755 2.37936 2.74888 0.00 -0.02 0.01
C -0.66222 1.38980 1.75413 -0.03 0.39 -0.05
C -0.54658 1.80751 0.36453 -0.13 0.09 0.28
N -0.39919 1.03421 -0.70736 0.05 0.52 -0.14
C -0.32524 1.88746 -1.80780 0.01 -0.29 0.15
C -0.43874 3.16561 -1.39146 -0.01 0.17 -0.08
N -0.59359 3.11884 -0.03007 0.07 -0.10 0.00
H -0.69600 -1.29885 3.81534 0.01 -0.01 -0.03
H -0.94308 0.46675 5.51919 0.00 0.01 0.00
H -1.01547 2.86570 4.81490 0.00 -0.01 0.01
H -0.83457 3.42614 2.47112 0.00 0.01 -0.01
H -0.18067 1.51636 -2.80703 0.01 -0.05 0.01
H -0.41404 4.09037 -1.94021 -0.01 0.00 0.03
H -0.63422 3.90948 0.58361 -0.01 0.01 -0.01
C 5.39200 -1.57074 -2.81432 0.09 -0.01 -0.17
Si 4.83639 -1.39279 -1.04348 -0.11 -0.01 0.00
C 5.54510 0.17338 -0.32292 0.12 0.14 0.05
C 5.45735 -2.85067 -0.06259 0.07 -0.14 0.10
C 3.02484 -1.31250 -0.98355 -0.25 0.03 -0.02
C 1.80228 -1.22168 -0.91290 0.17 -0.20 -0.27
H 6.48297 -1.61817 -2.87742 -0.03 0.00 -0.02
H 5.05011 -0.72366 -3.41304 0.01 -0.02 0.00
H 4.98493 -2.48187 -3.25816 0.01 0.02 0.00
H 6.63847 0.15502 -0.35154 -0.02 0.03 0.01
H 5.23219 0.29593 0.71622 0.00 0.01 -0.02
H 5.20020 1.04521 -0.88301 0.01 0.00 0.02
H 6.54905 -2.90921 -0.09506 -0.02 -0.02 0.01
H 5.05172 -3.78369 -0.45989 0.02 0.01 0.02
H 5.14944 -2.77079 0.98230 0.01 -0.01 -0.02
O -2.16063 -1.47993 -1.12628 -0.28 0.19 -0.55
S -3.09596 -0.35392 -1.62127 0.80 -0.44 0.13
C -4.57143 -1.23525 -2.18170 -0.18 -0.12 0.09
C -5.72421 -0.83025 -1.25957 0.03 -0.01 -0.05
C -5.09706 -0.65309 0.12134 0.06 -0.01 0.00
C -3.88412 0.23752 -0.11769 -0.05 0.19 0.15
H -4.29791 -2.28288 -2.04422 -0.01 0.00 -0.03
H -4.72840 -1.03981 -3.24010 -0.05 0.03 0.02
H -6.51376 -1.58060 -1.27938 0.01 -0.02 0.03
H -6.16251 0.11394 -1.59180 0.00 0.00 -0.01
H -4.77284 -1.61705 0.51754 0.01 0.00 0.00
H -5.77882 -0.20648 0.84360 -0.02 0.01 -0.02
H -3.10317 0.21073 0.64449 -0.07 -0.02 0.04
H -4.16764 1.27838 -0.29471 -0.02 -0.02 0.00
```
Forces are in eV/Å.

The value obtained for the frontier orbital gap (spin up / spin down) is 5.98 / 5.19 eV. The total energy is -70530.29413 eV. The HOMO energy (spin up / spin down) is -5.880 / -5.091 eV. Its spin multiplicity is 2. Its expectation value of S² is 0.818.

No. 3
DFT (ωB97M-V/def2-TZVPD) results for the molecule C18H24N2O5S.

```
50
Properties=species:S:1:pos:R:3:forces:R:3
C 1.16312 -2.54360 1.84411 0.12 0.06 -0.03
H 1.13812 -1.55142 2.30832 0.03 -0.02 -0.07
O 0.47340 -3.51090 2.59665 0.01 -0.06 0.16
C -0.92899 -3.49368 2.48497 -0.31 0.09 0.23
C -1.63571 -2.44088 3.35877 0.09 -0.44 -0.35
N -1.50050 -1.09599 2.84534 0.24 0.00 0.41
C -2.26496 -0.64567 1.82789 0.34 0.52 0.18
O -3.20133 -1.26153 1.36917 -0.26 -0.25 -0.23
C -1.71698 0.67724 1.26789 -0.10 0.00 0.01
N -0.69078 0.27799 0.33640 0.00 -0.03 0.11
C 0.60543 0.71731 0.36793 -0.03 0.00 0.53
O 1.10876 1.16400 1.38151 0.05 0.14 0.04
C 1.12801 0.54031 -1.00690 0.13 -0.06 -0.57
C 2.37747 0.75102 -1.58790 0.13 -0.06 -0.21
C 2.46948 0.64915 -3.00800 0.11 0.04 0.18
C 1.37376 0.30061 -3.77448 0.17 0.03 0.03
C 0.14576 0.02516 -3.17875 -0.07 0.00 0.30
C 0.03935 0.15325 -1.82037 0.34 0.07 -0.01
C -1.15814 -0.06727 -0.96346 -0.76 -0.06 -0.48
H -1.54486 -1.09210 -1.01350 0.19 0.07 0.05
S -2.61820 1.03093 -1.26927 0.20 -0.10 0.20
C -2.68834 1.60048 0.49794 -0.02 -0.13 -0.30
C -2.15868 3.03176 0.53915 0.04 -0.12 0.05
H -1.11672 3.06762 0.22514 0.06 0.04 -0.02
H -2.23355 3.43486 1.54802 -0.01 0.06 0.14
H -2.73883 3.66086 -0.13163 -0.02 0.06 -0.04
C -4.12115 1.53314 0.99874 -0.02 -0.17 -0.10
H -4.15951 1.80892 2.05150 -0.05 0.10 0.13
H -4.74046 2.22361 0.43146 -0.07 0.14 0.02
H -4.51888 0.52934 0.88255 -0.03 0.05 0.03
H -0.70506 -0.26010 -3.77587 -0.10 -0.04 -0.11
H 1.46046 0.22220 -4.84562 0.09 0.01 -0.11
O 3.70912 0.90522 -3.49940 -0.12 0.00 0.27
C 3.90821 0.84950 -4.89046 0.01 -0.02 -0.20
H 3.71559 -0.15325 -5.28616 -0.01 0.04 0.01
H 4.95606 1.10143 -5.04460 -0.08 -0.03 -0.04
H 3.28057 1.57558 -5.41711 0.01 -0.03 0.02
O 3.55173 1.03465 -0.99898 -0.30 0.15 -0.36
C 3.74877 0.77963 0.37560 0.14 0.07 0.53
H 3.20738 1.48602 1.00544 0.10 -0.13 -0.14
H 3.43453 -0.23616 0.63366 -0.01 0.02 -0.03
H 4.82076 0.88421 0.53639 -0.04 -0.08 -0.02
H -1.23784 1.24604 2.07345 -0.05 -0.10 -0.11
H -0.67438 -0.57778 3.10221 -0.12 0.07 -0.10
H -1.23357 -2.47364 4.37200 -0.06 -0.02 -0.02
H -2.70229 -2.67792 3.37484 0.09 -0.02 0.10
H -1.25237 -4.48445 2.81433 -0.07 0.06 -0.07
H -1.23395 -3.34968 1.43915 0.00 -0.04 0.05
H 0.76142 -2.46735 0.82606 0.00 0.02 0.00
H 2.19877 -2.87868 1.79589 0.01 0.08 -0.05
```
Forces are in eV/Å.

The value obtained for the frontier orbital gap is 8.83 eV. The SMILES is COCCNC(=O)[C@H]1N2C(=O)c3c(ccc(OC)c3OC)[C@@H]2SC1(C)C. The total energy is -43108.34634 eV. The HOMO energy is -8.289 eV.

No. 4
DFT (ωB97M-V/def2-TZVPD) results for the molecule C18H24N2O6S2 in a non-equilibrium geometry.

```
52
Properties=species:S:1:pos:R:3:forces:R:3
C 1.66866 5.15413 2.97392 -0.13 0.07 -0.02
C 2.86177 4.75438 3.80735 -0.04 -0.85 -0.21
H 2.71072 4.94280 4.86682 0.06 -0.09 0.13
H 3.78882 5.21209 3.47779 0.14 0.04 0.02
S 3.11052 2.96094 3.65898 0.35 0.98 0.45
O 1.87620 2.30298 3.97204 -0.19 0.09 -0.25
O 4.29173 2.62148 4.39887 0.24 0.09 -0.20
N 3.43677 2.83048 1.99158 -0.08 0.10 0.72
C 2.55564 1.93225 1.33255 -0.35 -0.44 -0.20
C 1.64835 2.37563 0.39179 0.15 -0.14 0.12
C 0.74687 1.49179 -0.17680 -0.09 -0.09 -0.03
C 0.73423 0.15442 0.20342 0.22 0.31 0.13
C 1.64760 -0.29399 1.15751 0.12 -0.06 0.11
C 2.55811 0.58295 1.72263 0.11 0.15 -0.23
O 3.49997 0.26954 2.64600 -0.19 0.17 -0.39
C 3.40246 -0.96478 3.31811 0.02 -0.26 0.13
H 4.15806 -0.92747 4.10052 -0.06 -0.07 -0.04
H 2.41516 -1.08724 3.77064 0.02 0.01 -0.02
H 3.61037 -1.80344 2.64494 -0.03 0.05 0.05
H 1.61217 -1.32567 1.46953 0.02 -0.10 0.06
C -0.22835 -0.78953 -0.38404 -0.17 -0.32 -0.16
C 0.15788 -2.07439 -0.74747 -0.02 0.23 0.02
C -0.75523 -2.95947 -1.29184 -0.12 0.11 0.11
C -2.07397 -2.57800 -1.48326 0.52 0.42 0.24
C -2.47350 -1.27416 -1.13348 -0.12 -0.18 -0.20
C -1.55352 -0.39975 -0.58575 -0.07 -0.01 0.00
H -1.85012 0.59330 -0.28901 -0.08 0.10 0.02
O -3.78886 -0.97414 -1.39183 0.43 -0.49 0.01
C -4.28598 0.26989 -0.96003 -0.15 0.27 0.06
H -5.34557 0.26501 -1.21089 0.07 0.06 0.04
H -4.16874 0.39489 0.12018 0.01 -0.01 -0.04
H -3.79574 1.09997 -1.47887 -0.01 -0.05 0.03
N -3.01201 -3.46689 -2.00466 -0.33 -0.54 -0.58
S -2.65873 -4.45026 -3.30974 0.13 0.15 -0.21
O -1.62520 -5.36967 -2.94493 0.23 0.20 0.08
O -3.91869 -4.97155 -3.74399 -0.22 0.24 -0.05
C -2.00388 -3.31070 -4.56970 -0.43 -0.43 0.65
C -3.07203 -2.30017 -4.91450 -0.10 0.09 -0.08
H -3.26164 -1.63753 -4.07302 -0.04 0.11 0.04
H -2.77588 -1.69546 -5.76927 0.04 0.02 -0.02
H -3.99246 -2.82643 -5.15775 -0.10 0.09 -0.09
H -1.10847 -2.86716 -4.14413 0.14 0.00 0.01
H -1.74044 -3.93979 -5.41481 0.08 -0.16 0.00
H -3.94930 -3.09598 -2.04582 -0.17 -0.05 -0.12
H -0.46627 -3.95909 -1.57290 0.09 -0.08 0.05
H 1.18407 -2.38162 -0.62019 0.12 -0.03 0.01
H 0.05777 1.84292 -0.92942 -0.07 0.02 -0.09
H 1.65419 3.41477 0.10215 0.03 0.12 0.00
H 4.40022 2.52847 1.91953 0.20 -0.01 0.07
H 0.82290 4.52554 3.24168 -0.16 0.07 -0.03
H 1.40513 6.19680 3.13905 0.01 0.04 0.00
H 1.88826 5.00691 1.92052 -0.04 0.07 -0.11
```
Forces are in eV/Å.

The value obtained for the frontier orbital gap is 8.77 eV. The SMILES is CCS(=O)(=O)Nc1ccc(-c2ccc(NS(=O)(=O)CC)c(OC)c2)cc1OC. The total energy is -55990.33216 eV. The HOMO energy is -8.246 eV.

No. 5
DFT (ωB97M-V/def2-TZVPD) results for a structure of composition C18H24N2RhSbSe4 in a non-equilibrium geometry.

```
50
Properties=species:S:1:pos:R:3:forces:R:3
Rh -0.11880 0.32580 0.24110 0.27 -1.57 -1.06
C 0.13660 -5.78220 -3.59100 -0.23 0.09 0.14
C -1.13950 -5.34050 -2.86890 -0.08 -0.20 -0.09
C -2.25070 -5.16570 -3.91240 0.12 0.01 0.10
C -1.52290 -6.42630 -1.85490 0.05 0.12 -0.09
C -0.96630 -4.03100 -2.12790 0.01 0.19 0.11
C -2.00980 -3.45000 -1.40280 0.31 0.09 -0.06
C -1.79650 -2.25420 -0.74570 -0.37 0.06 0.17
N -0.63160 -1.61310 -0.76490 0.75 0.95 0.32
C 0.39190 -2.14470 -1.45270 -0.40 -0.29 -0.03
C 0.23900 -3.34760 -2.13560 -0.08 0.19 0.14
C 1.66530 -1.41270 -1.45460 0.55 0.32 0.00
C 2.78290 -1.88220 -2.13760 -0.13 0.10 0.11
C 3.97810 -1.18200 -2.13140 -0.17 0.13 0.15
C 3.99940 0.01350 -1.40650 -0.16 -0.27 -0.11
C 2.86000 0.42790 -0.74960 0.09 0.28 0.14
N 1.72090 -0.25960 -0.76790 -0.61 -0.31 0.03
C 5.19850 -1.68640 -2.87210 0.21 -0.03 -0.09
C 4.94260 -3.01220 -3.59390 0.04 0.25 0.14
C 5.60220 -0.63600 -3.91530 -0.06 -0.11 0.10
C 6.33020 -1.89680 -1.85750 -0.13 0.01 -0.09
H -0.05480 -6.72290 -4.09960 -0.01 -0.11 -0.06
H 0.95220 -5.94360 -2.88940 0.14 -0.02 0.03
H 0.43880 -5.05440 -4.34080 0.10 0.06 -0.09
H -2.37340 -6.08520 -4.48010 -0.05 -0.10 -0.04
H -1.99070 -4.36710 -4.60520 -0.04 0.06 -0.09
H -3.20020 -4.92130 -3.44370 -0.12 0.03 0.01
H -1.62320 -7.38480 -2.35900 -0.05 -0.10 -0.04
H -2.46450 -6.19570 -1.36370 -0.09 -0.01 0.08
H -0.74900 -6.51790 -1.09470 0.03 -0.05 0.10
H -2.98630 -3.90200 -1.33430 -0.07 -0.08 -0.02
H -2.59440 -1.78950 -0.17870 0.09 0.07 0.01
H 1.06920 -3.75680 -2.67990 0.08 0.00 -0.03
H 2.72110 -2.80590 -2.68170 -0.03 -0.07 -0.03
H 4.88010 0.63190 -1.33910 0.11 0.01 -0.03
H 2.85840 1.35280 -0.18230 -0.11 -0.09 -0.02
H 4.16110 -2.90970 -4.34350 -0.10 -0.05 -0.10
H 4.67440 -3.79880 -2.89210 -0.06 -0.13 0.04
H 5.85280 -3.31710 -4.10270 0.10 -0.05 -0.06
H 4.78020 -0.46170 -4.60740 -0.04 0.07 -0.09
H 6.45970 -0.98890 -4.48360 0.11 -0.01 -0.05
H 5.86540 0.30830 -3.44620 0.03 0.12 0.01
H 6.02190 -2.61230 -1.09710 0.03 -0.05 0.10
H 6.60110 -0.96580 -1.36660 0.06 0.07 0.08
H 7.21070 -2.28950 -2.36080 0.11 -0.01 -0.04
Se -3.55830 1.70820 2.30370 0.65 -0.01 -0.24
Sb -1.25850 2.04960 1.69970 -0.61 0.65 0.62
Se 0.31340 -0.37520 2.41440 -0.05 0.24 -0.03
Se -0.98540 1.87450 -1.25950 0.04 0.08 0.23
Se 0.07100 3.92780 2.37980 -0.26 -0.54 -0.24
```
Forces are in eV/Å.

The value obtained for the frontier orbital gap (spin up / spin down) is 4.77 / 4.77 eV. The total energy is -292965.64534 eV. The HOMO energy (spin up / spin down) is -7.316 / -7.311 eV.